(1)
14
Properties=species:S:1:pos:R:3:forces:R:3 method="wB97M-V/def2-TZVPD" smiles="C=C=CCOC" relative_energy_ev=4.506 e_homo_ev=-8.29
H -2.980861 -1.429960 -1.855685 0.324 0.098 -0.769
C -1.328168 -0.287133 -1.255217 -0.265 0.579 -0.471
C -2.541415 -0.446798 -1.726890 0.073 0.125 -0.257
H -3.120994 0.435289 -1.958215 -0.347 -0.022 0.547
H -0.731658 -1.314141 -0.208769 0.683 0.633 1.874
C 1.185252 -0.093353 -0.671183 -0.021 -0.350 -0.399
H 2.257815 -0.818824 1.651830 -0.060 0.136 -0.080
C 1.848006 0.202640 1.586582 -0.076 -0.108 0.263
O 1.882767 0.697921 0.270674 -0.298 0.050 -0.078
H 2.461874 0.863826 2.207658 -0.150 -0.111 -0.193
C -0.296342 -0.280622 -0.450261 -0.051 -0.960 -0.478
H 0.821155 0.193163 1.971273 0.110 -0.032 0.045
H 1.597145 -1.111835 -0.671759 0.233 0.052 -0.081
H 1.405490 0.378854 -1.632635 -0.155 -0.092 0.079

---

(2)
18
Properties=species:S:1:pos:R:3:forces:R:3 method="wB97M-V/def2-TZVPD" smiles=C[C@@H](O)[C@@H](N)CO relative_energy_ev=1.564 e_homo_ev=-8.88
H 0.112287 -1.147449 2.057636 0.199 -0.131 0.019
H 0.311836 2.942205 -0.317941 -0.324 0.791 0.271
H 0.326512 -0.472462 -2.175891 0.022 -0.283 -0.303
H 1.768797 0.682881 -0.202582 -0.252 -0.353 0.275
N -0.221366 -0.200289 2.000367 -0.351 -0.229 0.456
H -1.351524 -1.209057 -2.318565 0.243 -0.099 -0.208
H 1.171439 1.668089 1.135466 0.129 0.014 -0.133
H -1.039491 1.057480 0.499296 -0.851 -1.020 0.299
H -0.008664 -2.745194 -0.445772 0.001 -0.724 -0.286
H -1.620665 -1.271511 -0.016192 -0.128 -0.042 0.196
C 0.872660 1.168188 0.204680 1.138 -0.476 0.182
O 0.294510 -1.996646 0.052252 0.026 0.812 -0.170
H 0.318977 0.394758 2.613633 -0.027 0.006 -0.182
C -0.615904 -0.934039 -0.284387 -0.532 -0.180 0.236
C -0.676967 -0.559857 -1.769134 0.280 0.774 1.208
C -0.308185 0.233102 0.641582 0.791 2.121 -1.206
H -1.066874 0.461113 -1.742924 -0.214 -0.114 -0.504
O 0.546300 2.151934 -0.779102 -0.149 -0.866 -0.149